No. 1
Molecular formula: C50H42CrGeNO8
Method: DFT, wB97M-V/def2-TZVPD

## Properties
Gap between HOMO and LUMO (spin up / spin down), eV: 5.99 / 8.64
Strongest force on any atom, eV/A: 1.39
Expectation value of S²: 6.04
HOMO level (spin up / spin down), eV: -3.50 / -6.25
Net charge: -1
Multiplicity: 5

```
103
Properties=species:S:1:pos:R:3:mulliken_spin:R:1
Ge -1.89874 2.21702 -2.18475 -0.021
Cr -1.21394 0.32012 1.37134 2.984
O -1.76104 1.83842 -0.31423 0.058
O 0.43575 0.05594 2.27748 0.042
O -0.74437 -0.69946 -0.04201 -0.006
O 1.92511 -3.08273 -0.60716 -0.003
O -2.24678 3.94570 -0.72103 0.126
O -2.59812 0.22883 5.07805 0.009
O 2.99129 -2.30492 1.22500 0.000
O -2.21886 -0.29196 2.92825 -0.003
N -1.74760 2.05040 2.23833 0.121
C -2.04415 1.98114 3.53668 -0.014
C 2.79667 0.90633 3.15852 0.002
C -2.66650 -4.02406 -3.16614 0.000
C -5.53055 1.09668 -3.88800 0.000
C -2.22191 -2.06022 -1.83559 -0.001
C 2.29119 -0.26981 -3.76407 0.000
C 0.95985 -2.29733 0.10573 0.044
C -0.56354 3.33549 -3.03108 0.008
C 1.30589 -1.02343 2.45555 0.021
C 2.54910 -0.46201 3.20751 -0.010
C 1.83414 -1.46561 1.06764 -0.009
C -4.74342 2.87869 -1.89715 0.000
C 3.43257 -1.27089 3.92336 -0.001
C 0.84668 -3.51664 3.09315 0.000
C -3.10452 -2.84863 -2.56877 -0.001
C 0.68131 -2.14953 3.31338 -0.004
C 4.14928 -2.22023 -0.87599 0.000
C 1.16272 0.74193 -1.45073 -0.029
C -4.18010 1.27801 -3.60767 0.000
C 0.26296 -4.45441 3.94384 0.001
C -0.49029 -4.03891 5.03371 0.000
C 4.77044 0.64577 4.52136 0.000
C 3.89871 1.45819 3.80886 0.000
C 4.53257 -0.72404 4.57313 0.000
C 0.24612 2.67573 -3.95949 -0.002
C 0.68652 5.36516 -3.44204 -0.002
C 3.20277 -2.99407 0.02085 0.000
C 1.26152 3.35185 -4.62981 0.000
C -0.88041 -2.41634 -1.68636 -0.005
C -6.48863 1.79799 -3.16418 0.000
C -2.03880 4.44109 2.28696 0.027
C 1.98630 1.54477 -2.23057 0.001
C 1.47238 -1.07297 -2.97381 0.000
C -2.25979 3.08222 4.28998 0.187
C -6.09492 2.68682 -2.16864 -0.002
C 2.56082 1.03945 -3.39088 0.001
C -0.45865 -3.61256 -2.27947 -0.001
C 1.48538 4.69666 -4.36747 0.000
C -1.96380 3.09428 0.16086 0.153
C -2.19576 4.35729 3.63584 0.047
C -0.33612 4.69306 -2.77795 -0.003
C -2.29385 0.52467 3.95008 0.001
C 3.71128 -4.37711 0.34639 0.000
C -0.63511 -2.67723 5.27990 0.002
C -3.77568 2.17286 -2.61631 0.001
C -0.04243 -1.75296 4.43516 -0.004
C 0.90430 -0.58540 -1.79752 -0.011
C -1.86710 3.24334 1.55114 0.253
C -1.34109 -4.40263 -3.01174 0.000
C 0.05143 -1.48300 -0.86471 -0.002
H 4.06921 2.52895 3.76388 0.000
H 0.72875 1.14315 -0.54875 0.034
H 2.72395 -0.67631 -4.67325 0.000
H -0.98583 -5.32640 -3.45622 0.000
H 1.88701 2.82143 -5.34047 0.000
H 1.27826 -2.09074 -3.28431 0.000
H -2.06108 5.38566 1.75511 0.013
H -0.96243 -4.76851 5.68312 0.000
H 2.12590 -0.53903 0.58534 -0.006
H -4.43506 3.57885 -1.12896 0.003
H -3.35219 -4.64252 -3.73591 0.000
H 0.09930 1.61353 -4.14370 0.000
H 3.25897 -2.34066 3.97263 0.000
H 4.20441 -2.69587 -1.85997 0.000
H -5.83431 0.39645 -4.65815 0.000
H 3.79098 -1.19501 -1.00583 0.000
H -0.95487 5.21376 -2.06102 -0.006
H 3.19933 1.66722 -4.00478 0.000
H -2.49466 2.96449 5.33973 0.010
H 1.45479 -3.86749 2.26919 0.001
H 0.56000 -3.94557 -2.15098 0.000
H 0.40157 -5.51258 3.74789 0.000
H 4.55803 -4.29984 1.03340 0.000
H 5.20395 -1.37063 5.12919 0.000
H 2.16741 2.57482 -1.93632 0.001
H -7.54291 1.64453 -3.36946 0.000
H 4.03308 -4.88663 -0.56599 0.000
H 2.10120 1.53428 2.61647 -0.004
H -2.32507 5.26589 4.21538 0.006
H -1.22377 -2.32212 6.11970 0.000
H -3.43771 0.70303 -4.15336 0.000
H 0.28808 -2.94147 0.66362 -0.006
H -0.14489 -0.69659 4.64293 0.003
H 2.91935 -4.96152 0.81770 0.000
H -6.84177 3.23229 -1.60121 0.000
H -4.14200 -2.54030 -2.66221 0.000
H 5.62220 1.07379 5.03840 0.000
H -2.57538 -1.15773 -1.36360 -0.004
H 2.28654 5.22319 -4.87602 0.000
H 5.14639 -2.19692 -0.42556 0.000
H -1.40452 0.82670 -2.65527 0.001
H 0.86125 6.41556 -3.23511 0.000
```

***

No. 2
Molecular formula: C23H14ClF3N6O2
Method: DFT, wB97M-V/def2-TZVPD

## Properties
Gap between HOMO and LUMO, eV: 7.54
Strongest force on any atom, eV/A: 6.80
SMILES: O=c1[nH]n2c(=O)n(Cc3ccc(C(F)(F)F)nc3)nc2c(-c2ccncc2)c1-c1ccc(Cl)cc1
HOMO level, eV: -8.76

```
49
Properties=species:S:1:pos:R:3:lowdin_charge:R:1
Cl -2.55411 -2.26386 6.73428 0.732
F -2.82608 1.10458 -3.27104 0.156
F -2.27131 0.08868 -5.02952 0.082
F -2.63751 2.26555 -5.25902 0.154
O 0.94648 -3.25560 1.23400 0.132
O 3.81474 -0.86141 -1.81930 0.126
N 0.37425 3.80357 4.05977 0.060
N 2.23341 1.53926 -0.17690 0.210
N 2.30250 -1.81788 0.39235 0.192
N 2.91748 -0.52312 0.18092 0.117
N 3.16611 1.20100 -1.14041 -0.010
N -0.34377 2.76694 -3.64932 0.138
C 1.61182 3.52306 3.57449 -0.183
C -0.72373 2.99692 3.61208 -0.080
C -0.22391 -1.13171 3.10690 -0.153
C 3.11782 1.88159 -2.44503 -0.066
C -0.63606 -0.92998 5.48295 -0.097
C 3.50174 -0.10009 -0.98752 -0.506
C 1.77705 1.71624 -3.03145 -0.267
C -2.09568 -2.28332 4.16091 -0.135
C 1.53237 0.60494 -3.65532 -0.011
C 0.08788 -0.58549 4.36691 -0.036
C 2.16924 0.50028 0.56203 -0.296
C 0.75019 1.64156 2.26660 -0.117
C -1.45306 -1.92498 3.01137 0.010
C -0.60738 1.93664 2.68164 -0.008
C 1.22451 -2.10979 1.20290 -0.468
C 0.66143 -1.00750 1.93233 -0.014
C -1.68788 -1.81366 5.36172 -0.729
C -0.70448 1.53453 -4.13682 -0.168
C 0.77811 2.72085 -2.88021 -0.043
C 1.09192 0.30658 1.55768 0.048
C -2.17563 1.31834 -4.42160 -0.556
C 0.16343 0.39583 -4.15176 0.066
C 1.78976 2.52324 2.72019 -0.070
H 2.64477 -2.60576 -0.15233 0.168
H -1.69262 3.15538 4.08370 0.098
H -1.47604 1.31492 2.53001 0.109
H 3.83198 1.36454 -3.07056 0.133
H 2.84302 2.41888 2.42994 0.115
H 2.24488 -0.25282 -3.70765 0.136
H 2.45504 4.26816 3.77821 0.135
H 3.30991 2.95565 -2.27912 0.135
H -0.14523 -0.56637 -4.56869 0.115
H -0.29638 -0.46219 6.43644 0.130
H 1.04416 3.69513 -2.32609 0.144
H 0.98715 -0.02058 4.52666 0.122
H -1.90924 -2.17509 2.04357 0.130
H -2.98337 -2.92198 4.05878 0.121
```

***

No. 3
Molecular formula: C40H58ClF3N3O13S2
Method: DFT, wB97M-V/def2-TZVPD

## Properties
Gap between HOMO and LUMO, eV: 7.14
Strongest force on any atom, eV/A: 1.98
HOMO level, eV: -10.83
Net charge: +1

```
120
Properties=species:S:1:pos:R:3:lowdin_charge:R:1
Cl 4.11530 -4.98123 2.57875 0.750
S -3.26140 -1.77183 -0.36910 0.746
S -0.60042 -2.47770 -1.39685 0.914
F -0.93403 -0.68252 3.84938 0.156
F -2.56751 0.11369 4.98237 0.193
F -0.77225 -0.48016 5.99484 0.131
O -1.68946 -4.35733 -4.17250 0.101
O 6.35822 -0.76972 -6.72961 0.030
O 2.96931 1.55292 -0.56278 0.113
O -8.09158 -2.76589 -1.29525 0.016
O -3.15680 -2.69163 -4.42943 0.013
O -1.72046 2.38477 4.37788 0.010
O -1.33530 4.93132 2.94164 0.088
O 6.85724 -0.42986 -4.58414 0.101
O 2.51404 1.14012 -2.71293 0.014
O 2.81069 2.27544 2.45131 -0.116
O -2.62218 6.44237 1.95069 0.045
O -9.17073 -0.82025 -1.05259 0.133
O 2.70570 -4.26740 4.60658 0.079
N 1.99182 -1.29876 4.88605 0.187
N -1.52682 2.19508 -0.42350 0.087
N -1.49006 0.05911 -0.93516 -0.139
C -2.42506 5.25830 2.54481 -0.459
C -4.04283 -4.71389 -3.62424 -0.069
C 1.34319 5.56915 1.71968 -0.094
C -2.81515 -3.96145 -4.10544 -0.504
C 2.07048 4.27780 1.35885 -0.198
C -0.66846 1.52255 4.74601 -0.240
C -0.59952 0.67833 -1.79170 -0.069
C 1.41926 -1.29362 0.33106 -0.208
C -3.74001 4.50218 2.64472 -0.067
C 2.80598 3.70033 2.55373 -0.196
C 7.03813 -1.04233 -5.59763 -0.481
C 0.67950 -2.57450 -0.10661 -0.432
C 3.26677 -3.89382 3.63646 -0.837
C -8.53742 -1.70685 -0.57000 -0.486
C -1.81073 -1.28569 -0.85977 -1.055
C 0.83045 -0.54305 1.54662 -0.124
C 4.24213 -0.37563 -3.24794 -0.147
C 6.69424 -1.72284 -7.75850 -0.145
C -5.19206 -3.84167 -4.13323 -0.141
C -4.61948 5.24054 1.63393 -0.141
C -4.02243 6.64155 1.66768 -0.135
C 0.44192 1.63895 3.69572 -0.014
C 2.88411 0.14620 -3.69765 -0.129
C -7.02746 -2.93535 0.79585 -0.153
C -4.55079 -2.45928 -4.14413 -0.148
C 3.17570 0.91511 -1.55665 -0.497
C -8.12487 -1.87548 0.88358 -0.069
C 8.05334 -2.28048 -7.35257 -0.148
C 2.88896 1.58459 3.64445 -0.171
C -0.63519 1.97999 -1.43408 -0.126
C 1.94221 -1.80045 3.50100 -0.167
C 1.81712 -0.46680 2.70243 -0.161
C 7.97576 -2.21289 -5.82638 -0.070
C 4.12972 -0.25327 -1.72871 -0.060
C -1.25356 0.11281 4.87904 -0.568
C 1.84581 -0.04872 5.05490 0.060
C 1.62753 0.64774 3.78504 -0.268
C -2.03410 1.04012 -0.14330 -0.193
C -7.44852 -3.72402 -0.43841 -0.154
C 3.30519 -2.44994 3.24610 -0.114
H -0.08473 -1.05301 1.82580 0.105
H 4.45142 -1.38132 -3.60118 0.119
H -4.11719 7.17134 0.72460 0.128
H -4.05671 -5.71917 -4.03392 0.126
H 1.43189 -3.21718 -0.54398 0.072
H -5.45401 -4.13663 -5.14945 0.121
H 1.31795 3.56137 1.07307 0.098
H 1.16723 5.65722 2.78300 0.060
H 1.87806 6.45631 1.39779 0.075
H 2.11538 -0.63223 -3.70522 0.122
H 1.48838 -0.58088 -0.47362 0.075
H 8.84493 -1.62116 -7.70865 0.120
H 8.24236 -3.27542 -7.74803 0.117
H -8.98889 -2.22112 1.45206 0.132
H -4.01135 -4.75878 -2.53411 0.122
H -0.02822 2.73045 -1.89994 0.110
H 1.10318 -2.45617 3.31920 0.165
H 7.52327 -3.10769 -5.39618 0.131
H -6.06892 -2.44984 0.61152 0.075
H -4.44658 7.25728 2.46203 0.130
H 3.67595 -1.13856 -1.27457 0.109
H 3.81594 1.00788 3.65360 0.141
H 4.06507 -1.95644 3.84096 0.146
H 5.02567 0.27492 -3.60884 0.096
H 5.91876 -2.49055 -7.78093 0.127
H -0.00410 0.18906 -2.52801 0.099
H -8.16375 -4.51438 -0.20286 0.129
H 6.70971 -1.21202 -8.71688 0.126
H -4.48555 4.80447 0.64355 0.120
H -7.77232 -0.93164 1.28785 0.123
H 2.42730 -1.62083 0.56348 0.087
H 3.61696 -2.34847 2.21611 0.102
H 1.86155 0.43035 6.01853 0.179
H -0.30944 1.87397 5.71202 0.162
H 2.93650 2.23109 4.52243 0.139
H -6.60709 -4.16143 -0.97082 0.111
H 0.37448 5.60622 1.24564 0.057
H 8.93779 -2.02660 -5.35916 0.126
H -4.11303 4.59515 3.66541 0.137
H 0.25850 -3.07164 0.76184 0.073
H 2.14186 -1.96406 5.63944 0.189
H 5.08123 -0.03958 -1.25006 0.130
H -4.62462 -1.96020 -3.17487 0.100
H -0.01005 1.63812 2.71415 0.132
H 0.85033 2.62737 3.84150 0.118
H -6.92846 -3.55278 1.68599 0.117
H -5.68109 5.22341 1.86712 0.119
H -2.77631 0.81956 0.59539 0.102
H -1.37499 3.06493 3.77842 0.062
H 2.79457 4.45017 0.57424 0.111
H 2.91542 0.61753 -4.67586 0.130
H 0.58342 0.44906 1.21217 0.105
H -6.09464 -3.88740 -3.52760 0.105
H -3.60609 3.45322 2.39986 0.116
H -4.96018 -1.80392 -4.90764 0.127
H 3.82249 4.08390 2.58738 0.133
H 2.30804 4.01804 3.46849 0.105
H 2.76952 -0.29608 2.21731 0.135
```

***

Q: Number 2 is which compound?
A: C23H14ClF3N6O2

***

Q: Among the records above, which one has the lowest strongest force on any atom?
A: C50H42CrGeNO8

***

Q: What is the formula in the first record?
A: C50H42CrGeNO8

***

Q: The lowest strongest force on any atom belongs to which entry?
A: C50H42CrGeNO8